12
Properties=species:S:1:pos:R:3:lowdin_charge:R:1 method="wB97M-V/def2-TZVPD" gap_ha=0.347 relative_energy_ev=4.097 total_charge=0 total_energy_ev=-7325.18759
C -0.2771 1.3373 1.9284 0.13
C -0.0415 1.4087 0.7549 -0.28
O 0.1222 1.7084 -0.5178 0.01
C 0.8008 0.6582 -1.1178 -0.12
C 0.6651 -0.5561 -0.5767 -0.15
C -0.6547 -1.1918 -0.2154 -0.09
H -0.4992 1.0679 2.9308 0.03
H 1.3609 0.9729 -1.9944 0.12
H 1.5041 -1.2321 -0.6333 0.10
H -0.6436 -1.8069 0.6853 0.08
H -1.5058 -0.5064 -0.1705 0.08
H -0.8313 -1.8602 -1.0734 0.08